1) Computed, not measured: 3 unconnected molecules or ions with the total composition CH8NO2, with wB97M-V/def2-TZVPD.

Each line ends with the Löwdin charge.
Positions of all 12 atoms, in Å:
C: -0.251 -0.312 -1.088  0.064
N: 0.589 -0.899 -0.400  0.144
H: -0.733 -0.730 -1.944  0.121
H: -0.545 0.694 -0.675  0.136
H: 1.142 -0.425 0.402  0.141
H: 0.957 -1.927 -0.635  0.227
H: 1.786 1.988 1.186  0.079
H: 2.737 1.260 0.146  0.093
O: 2.142 1.115 0.930  -0.068
H: -2.968 -0.878 0.826  -0.018
H: -2.512 0.481 0.736  0.007
O: -2.345 -0.366 0.516  0.075

- spin multiplicity = 1
- total charge = +1
- orbital gap (eV) = 11.69


2) Computed, not measured: 3 unconnected molecules or ions with the total composition CH8NO2, with wB97M-V/def2-TZVPD.

Each line ends with the Löwdin charge.
Positions of all 12 atoms, in Å:
C: -0.717 -0.147 -1.610  0.165
N: -1.181 0.153 -0.461  0.204
H: -0.431 -1.187 -1.736  0.115
H: -0.941 0.405 -2.514  0.130
H: -1.182 1.131 -0.145  0.125
H: -1.170 -0.565 0.254  0.154
H: -0.540 2.975 1.368  0.061
H: 0.810 2.128 1.457  0.063
O: -0.146 2.101 1.383  -0.038
H: 1.187 -2.962 0.210  0.038
H: 2.267 -2.077 -0.375  0.041
O: 1.671 -2.147 0.379  -0.058

- spin multiplicity = 1
- total charge = +1
- orbital gap (eV) = 9.66


The energy of each structure relative to the most stable one, in kcal/mol, is as follows: 1) 4.4; 2) 0.0.


1) Computed, not measured: CH2FP in the gas phase, with wB97M-V/def2-TZVPD.

Each line ends with the Löwdin charge.
Positions of all 5 atoms, in Å:
C: -0.444 0.366 -0.102  -0.522
F: -1.707 0.219 -0.030  -0.046
P: 0.548 -1.216 -0.050  0.726
H: -0.268 1.451 0.066  0.059
H: 1.871 -0.819 0.116  -0.217

- spin multiplicity = 1
- SMILES string = [H]/P=C/F
- total charge = 0
- orbital gap (eV) = 8.70


2) Computed, not measured: CH2FP in the gas phase, with wB97M-V/def2-TZVPD.

Each line ends with the Löwdin charge.
Positions of all 5 atoms, in Å:
C: -0.405 -0.065 0.223  -0.615
F: -1.721 -0.020 0.168  -0.080
P: 0.505 -0.142 -1.198  0.795
H: -0.017 0.192 1.345  0.106
H: 1.638 0.035 -0.537  -0.207

- spin multiplicity = 1
- SMILES string = [H]/P=C/F
- total charge = 0
- orbital gap (eV) = 9.81


The energy of each structure relative to the most stable one, in kcal/mol, is as follows: 1) 13.4; 2) 0.0.


1) Computed, not measured: a gas-phase ion, C3H9N2S (charge +1), with wB97M-V/def2-TZVPD.

Each line ends with the Löwdin charge.
Positions of all 15 atoms, in Å:
C: -1.468 -0.005 0.204  -0.499
C: -2.419 0.881 -0.254  -0.102
C: 1.604 -0.096 0.755  -0.537
N: -1.397 -1.217 0.413  0.160
N: 2.056 -0.284 -0.603  0.033
S: 0.295 1.190 0.571  0.792
H: -3.275 0.914 0.367  0.109
H: -1.902 1.753 -0.595  0.063
H: -3.023 0.470 -1.080  0.128
H: 1.100 -1.021 1.136  0.081
H: 2.421 0.170 1.466  0.114
H: -0.622 -1.883 0.411  0.080
H: 1.279 -0.546 -1.307  0.194
H: 2.450 0.667 -0.849  0.164
H: 2.901 -0.993 -0.634  0.219

- spin multiplicity = 1
- SMILES string = [H]/N=C(/C)SC[NH3+]
- total charge = +1
- orbital gap (eV) = 9.29


2) Computed, not measured: 2 unconnected molecules or ions with the total composition C3H9N2S, with wB97M-V/def2-TZVPD.

Each line ends with the Löwdin charge.
Positions of all 15 atoms, in Å:
C: -0.332 0.886 -3.695  -0.282
C: 0.016 -0.071 1.505  -0.097
C: 0.567 -1.509 1.467  0.010
N: -0.859 0.426 -1.058  -0.447
N: 0.847 0.805 1.879  0.249
S: 0.255 0.779 -2.138  0.860
H: 0.246 1.013 -4.590  0.024
H: -1.339 0.572 -3.643  -0.003
H: -0.976 0.149 1.471  0.099
H: 1.069 -1.606 2.426  0.103
H: 1.279 -1.602 0.657  0.095
H: -0.312 -2.063 1.186  0.088
H: -1.840 0.166 -1.346  0.031
H: 1.755 0.554 2.039  0.124
H: 0.377 1.658 2.011  0.145

- spin multiplicity = 1
- total charge = +1
- orbital gap (eV) = 8.10


The energy of each structure relative to the most stable one, in kcal/mol, is as follows: 1) 0.0; 2) 18.2.